Below is 2 unconnected molecules or ions with the total composition C4H5F3S in a non-equilibrium geometry, with properties calculated with ωB97M-V with the def2-TZVPD basis set.

Its energy above the lowest of the compared OMol25 structures with the same formula, charge and spin is 56.43 kcal/mol. As for the HOMO energy: -8.833 eV.

Geometry (Å):
C: -1.168 0.629 -0.787
C: -0.187 0.581 1.367
C: -0.033 0.679 -0.091
C: 1.089 -1.223 -0.785
F: 0.925 -2.124 0.162
F: 2.361 -0.802 -0.801
F: 0.747 -1.774 -1.964
S: -2.742 0.398 -0.156
H: -1.219 0.733 -1.885
H: -0.190 1.572 1.789
H: -1.074 0.027 1.639
H: 0.633 0.078 1.808
H: 0.860 1.227 -0.294

Forces on atoms 1 to 6 (eV/Å):
C -6.66 -0.33 -3.46
C -0.06 -0.59 0.68
C 4.59 -2.43 2.41
C -1.19 1.77 0.35
F 0.04 0.10 0.05
F -0.61 -0.36 -0.21

Below is C4H5FN2O in the gas phase in a non-equilibrium geometry, with properties calculated with ωB97M-V with the def2-TZVPD basis set.

Its SMILES is NCc1cnc(F)o1. Its energy above the lowest of the compared OMol25 structures with the same formula, charge and spin is 12.33 kcal/mol. As for the HOMO energy: -9.220 eV.

Geometry (Å):
N: 1.004 0.958 -1.587
C: 0.385 -0.325 -1.243
C: -0.254 -0.254 0.105
C: -1.534 -0.331 0.600
N: -1.524 -0.179 1.972
C: -0.291 -0.004 2.251
F: 0.266 0.207 3.396
O: 0.563 -0.034 1.205
H: 1.727 1.160 -0.953
H: 1.421 0.959 -2.542
H: -0.391 -0.522 -1.959
H: 1.094 -1.152 -1.285
H: -2.467 -0.483 0.040

Forces on atoms 1 to 6 (eV/Å):
N -0.60 -0.10 -1.80
C 0.27 0.44 0.37
C -1.23 -0.06 0.53
C 0.70 -0.12 -1.41
N 0.15 0.15 0.72
C -0.06 -0.18 -1.57

Below is C4H5FN2O in the gas phase in a non-equilibrium geometry, with properties calculated with ωB97M-V with the def2-TZVPD basis set.

Its energy above the lowest of the compared OMol25 structures with the same formula, charge and spin is 136.23 kcal/mol. As for the HOMO energy (spin up / spin down): -7.366 / -8.555 eV.

Geometry (Å):
C: 1.411 -0.748 0.933
C: 0.789 -1.735 1.537
C: -1.448 -0.591 0.069
C: -0.869 1.407 -1.107
N: 0.851 0.170 0.004
N: -0.536 0.181 -0.364
O: -2.567 -0.956 0.150
F: 1.353 -2.522 2.473
H: 2.467 -0.491 1.043
H: -1.185 2.196 -0.423
H: 0.013 1.739 -1.651
H: -1.674 1.183 -1.804
H: 1.395 0.166 -0.860

Forces on atoms 1 to 6 (eV/Å):
C 0.21 -0.06 -0.01
C -1.09 0.36 -0.48
C 0.59 -2.40 1.82
C -0.25 0.13 -0.01
N 0.08 0.47 -0.17
N 0.71 0.79 -0.52

Below is C4H5FN2S in the gas phase in a non-equilibrium geometry, with properties calculated with ωB97M-V with the def2-TZVPD basis set.

Its SMILES is C=NNC(=S)C(=C)F. Its energy above the lowest of the compared OMol25 structures with the same formula, charge and spin is 144.26 kcal/mol. As for the HOMO energy: -8.633 eV.

Geometry (Å):
C: 1.883 -0.488 0.820
N: 1.662 -1.353 -0.234
N: 0.199 -1.466 0.071
C: -0.493 -0.357 -0.045
S: -2.229 -0.361 -0.048
C: 0.282 0.943 -0.101
C: -0.299 2.083 0.411
F: 1.329 1.081 -0.922
H: 0.956 0.044 1.513
H: 3.033 -0.015 0.990
H: -0.340 -2.299 -0.445
H: -1.157 1.747 0.953
H: -0.056 3.217 0.682

Forces on atoms 1 to 6 (eV/Å):
C 2.97 -0.74 -1.00
N -1.28 3.41 6.85
N -0.61 -3.97 -4.11
C -3.34 1.61 -0.40
S 2.47 -0.16 -0.03
C -2.79 4.45 -0.37

Below is C4H5FN2S in the gas phase in a non-equilibrium geometry, with properties calculated with ωB97M-V with the def2-TZVPD basis set.

Its SMILES is Fc1c[nH]c(CS)n1. Its energy above the lowest of the compared OMol25 structures with the same formula, charge and spin is 10.13 kcal/mol. As for the HOMO energy: -8.765 eV.

Geometry (Å):
F: 3.336 -0.538 -0.578
C: 2.103 -0.157 -0.312
C: 1.665 1.103 -0.132
N: 0.336 0.979 0.114
C: 0.003 -0.366 -0.064
C: -1.376 -0.779 0.305
S: -2.633 0.068 -0.660
N: 1.100 -1.032 -0.205
H: 2.225 1.989 -0.194
H: -0.354 1.684 0.118
H: -1.312 -1.875 0.094
H: -1.513 -0.713 1.368
H: -3.579 -0.362 0.146

Forces on atoms 1 to 6 (eV/Å):
F 0.44 -0.28 -0.01
C -0.46 0.06 0.15
C 0.48 0.11 0.05
N -0.57 -1.36 -0.89
C 0.35 3.11 1.78
C 1.34 -2.57 -0.92

Below is C4H5FO in the gas phase in a non-equilibrium geometry, with properties calculated with ωB97M-V with the def2-TZVPD basis set.

Its SMILES is F[C@@H]1C=COC1. Its energy above the lowest of the compared OMol25 structures with the same formula, charge and spin is 0.00 kcal/mol. As for the HOMO energy: -9.207 eV.

Geometry (Å):
F: -1.895 0.022 -0.739
C: -0.920 0.027 0.253
C: 0.026 1.176 0.082
C: 1.185 0.691 -0.380
O: 1.258 -0.660 -0.492
C: 0.043 -1.173 0.073
H: -1.428 -0.017 1.208
H: -0.225 2.227 0.258
H: 2.093 1.245 -0.674
H: -0.412 -1.890 -0.613
H: 0.276 -1.648 1.023

Forces on atoms 1 to 6 (eV/Å):
F -0.26 0.00 -0.17
C 1.08 -0.30 0.14
C 0.12 0.27 -0.02
C 0.16 0.62 0.05
O 0.06 0.18 -0.04
C -0.71 0.30 -0.22

Below is a molecular structure, C4H5FeO3 in a non-equilibrium geometry, with properties calculated with ωB97M-V with the def2-TZVPD basis set.

Its spin multiplicity is 7. As for the HOMO energy (spin up / spin down): -11.092 / -14.433 eV. The charge is +1. As for the expectation value of S²: 12.01.

Geometry (Å):
C: 0.537 1.581 -1.454
H: 1.594 1.291 -1.519
H: 0.485 2.668 -1.286
H: 0.060 1.379 -2.425
C: 0.404 0.671 0.880
C: -0.161 0.845 -0.351
O: -0.112 -1.623 -0.238
C: -0.269 -1.585 0.991
O: -0.114 -0.400 1.623
O: -0.875 -2.437 1.704
H: 1.484 0.784 1.016
H: -1.255 0.801 -0.409
Fe: -1.778 -3.974 1.467

Forces on atoms 1 to 6 (eV/Å):
C 0.10 -1.11 -0.20
H -0.24 0.21 0.11
H -0.13 -0.12 0.21
H 0.06 0.09 0.40
C 1.03 -4.52 0.73
C -1.19 2.10 -1.72

Below is a molecular structure, C4H5HgLi2O2 in a non-equilibrium geometry, with properties calculated with ωB97M-V with the def2-TZVPD basis set.

Its spin multiplicity is 2. Its energy above the lowest of the compared OMol25 structures with the same formula, charge and spin is 90.09 kcal/mol. As for the HOMO energy (spin up / spin down): -6.185 / -5.387 eV. As for the expectation value of S²: 1.18.

Geometry (Å):
O: 1.601 -0.832 -0.454
C: 1.303 -1.395 -1.604
C: 1.194 2.484 2.792
Li: 1.137 0.685 0.493
Li: -0.236 0.418 2.905
H: 1.423 2.681 1.733
H: 1.005 -0.708 -2.417
C: 1.899 1.417 3.262
C: 1.371 -2.719 -1.890
O: 1.532 0.155 2.905
H: 2.652 1.407 4.074
H: 0.471 -3.334 -1.839
H: 2.298 -3.180 -2.245
Hg: 2.270 -1.491 1.549

Forces on atoms 1 to 6 (eV/Å):
O -0.08 1.62 -2.71
C -0.64 2.19 0.79
C 0.81 -0.29 -0.65
Li 0.50 -0.29 -0.25
Li 0.11 0.16 0.44
H -0.61 0.43 0.01

Below is a molecular structure, C4H5HgLiO in a non-equilibrium geometry, with properties calculated with ωB97M-V with the def2-TZVPD basis set.

Its spin multiplicity is 3. Its energy above the lowest of the compared OMol25 structures with the same formula, charge and spin is 2.39 kcal/mol. As for the HOMO energy (spin up / spin down): -4.055 / -8.671 eV. As for the expectation value of S²: 2.01.

Geometry (Å):
C: 2.037 -0.476 -1.316
C: 1.550 -0.743 -0.117
C: 1.091 -1.105 1.057
H: 2.217 0.554 -1.632
H: 2.326 -1.284 -1.993
H: 0.029 -1.264 1.226
H: 1.777 -1.236 1.901
O: -2.937 1.691 1.088
C: -1.882 1.770 1.771
Hg: -0.707 -0.460 -2.181
Li: -3.761 -0.253 -1.998
H: -1.740 2.806 2.193

Forces on atoms 1 to 6 (eV/Å):
C 0.05 -0.02 0.91
C 0.58 -0.32 -0.08
C 0.35 0.28 -0.42
H -0.12 -0.32 0.05
H -0.10 0.26 0.24
H 0.09 0.07 -0.04

Below is 2 unconnected molecules or ions with the total composition C4H5I in a non-equilibrium geometry, with properties calculated with ωB97M-V with the def2-TZVPD basis set.

Its SMILES is C=C=C=C.I. Its energy above the lowest of the compared OMol25 structures with the same formula, charge and spin is 45.89 kcal/mol. As for the HOMO energy: -9.228 eV.

Geometry (Å):
C: 0.512 -0.343 1.439
C: 0.384 0.471 0.430
C: 0.435 1.405 -0.463
C: 0.475 2.069 -1.608
H: 1.401 -0.370 2.089
H: -0.283 -1.154 1.425
H: 1.224 2.817 -1.722
H: -0.051 1.948 -2.476
I: -2.526 -4.043 0.192
H: -1.569 -2.801 0.693

Forces on atoms 1 to 6 (eV/Å):
C -0.92 -1.64 -0.41
C 0.49 2.14 -0.57
C -0.38 -1.31 -0.77
C 1.64 0.08 2.80
H -0.83 0.10 -0.14
H 1.36 0.78 0.64